Below is a structure of composition C26H36BCuN8O4, with properties calculated with the ωB97M-V functional and the def2-TZVPD basis.

Properties
Calculated total energy in eV: -92980.18810
Gap between HOMO and LUMO in eV: 6.1
Net charge: -2

Each line ends with the Löwdin charge.
Positions of all 76 atoms, in Å:
Cu  0.224596  -0.436955  0.024415  0.306
C  -3.084158  -2.492276  -0.223231  -0.064
C  -3.491980  -1.027520  -0.354850  -0.368
C  -4.993071  -0.923322  -0.622684  -0.095
C  -2.704786  -0.298015  -1.407912  -0.263
C  -3.135893  0.028167  -2.705230  -0.035
C  -2.108607  0.781281  -3.226384  -0.097
N  -1.148338  0.886956  -2.297359  -0.013
N  -1.495761  0.209863  -1.183087  0.123
B  0.117316  1.737622  -2.467891  -0.530
N  1.421300  0.918801  -2.372947  -0.010
C  2.296049  0.823959  -3.384699  -0.100
C  3.376631  0.091465  -2.952910  -0.036
C  3.072550  -0.224745  -1.620095  -0.280
N  1.878372  0.260193  -1.285672  0.132
C  4.022829  -0.937257  -0.697034  -0.371
C  3.532162  -2.311222  -0.243591  -0.063
C  4.395624  -0.070869  0.501378  -0.073
N  0.124274  2.967854  -1.534369  -0.028
C  0.294042  4.241697  -1.937562  -0.112
C  0.244828  5.056347  -0.826854  -0.051
C  0.034675  4.158665  0.241090  -0.306
N  -0.034691  2.914829  -0.203508  0.157
C  -0.153012  4.481050  1.697685  -0.384
C  -1.511416  5.153686  1.922674  -0.088
C  -0.016777  3.236715  2.566129  -0.084
H  -3.753172  -3.007084  0.471598  0.073
H  -2.073533  -2.557506  0.165854  0.052
H  -3.123571  -2.996794  -1.192849  0.081
H  -3.265998  -0.549281  0.601596  0.103
H  -5.273310  -1.476274  -1.523491  0.065
H  -5.308915  0.112930  -0.750821  0.071
H  -5.547767  -1.351916  0.214883  0.067
H  -4.062269  -0.235781  -3.184841  0.081
H  -1.997192  1.264866  -4.181190  0.101
H  0.088467  2.181063  -3.595894  0.107
H  2.086684  1.292331  -4.330165  0.100
H  4.268959  -0.167526  -3.499404  0.082
H  4.928420  -1.085655  -1.304213  0.118
H  2.721537  -2.200168  0.474571  0.061
H  4.348938  -2.859308  0.235424  0.070
H  3.159450  -2.896340  -1.086374  0.076
H  3.516211  0.181860  1.092437  0.045
H  4.854147  0.866217  0.174619  0.073
H  5.106209  -0.597684  1.144632  0.070
H  0.442926  4.472980  -2.977849  0.098
H  0.346446  6.128645  -0.788231  0.078
H  0.627880  5.202246  1.980341  0.127
H  -2.311939  4.455420  1.672573  0.082
H  -1.627125  6.038374  1.293674  0.061
H  -1.630314  5.452191  2.968001  0.062
H  -0.755647  2.490677  2.275470  0.073
H  -0.160832  3.490274  3.620494  0.070
H  0.956704  2.766002  2.441857  0.072
O  2.097617  0.290753  2.714709  -0.005
C  1.005302  -0.205242  2.948110  -0.521
C  0.670519  -0.778177  4.327319  -0.108
C  -0.806164  -1.090874  4.222402  -0.109
C  -1.124481  -0.786893  2.755522  -0.503
O  -2.251345  -0.952539  2.306183  0.002
N  -0.040554  -0.316839  2.087412  0.113
H  0.940894  -0.056039  5.099211  0.101
H  1.285802  -1.669250  4.458038  0.109
H  -1.440260  -0.463503  4.853666  0.103
H  -1.061837  -2.132858  4.413757  0.106
O  0.148540  -2.454651  -2.683650  0.016
C  0.234843  -3.075965  -1.638364  -0.539
C  0.200735  -4.612755  -1.602560  -0.114
C  0.236298  -4.927209  -0.121452  -0.112
C  0.445153  -3.549279  0.528269  -0.546
O  0.638648  -3.432055  1.729055  0.014
N  0.380257  -2.553866  -0.391472  0.099
H  1.073573  -4.982718  -2.145331  0.102
H  -0.689907  -4.961606  -2.126622  0.101
H  1.040750  -5.595126  0.188977  0.100
H  -0.702543  -5.335011  0.258631  0.105

Forces on atoms 1 to 6 (eV/Å):
Cu -0.0421 -0.1147 0.1273
C -0.0004 0.0284 -0.0136
C -0.0042 0.0823 0.0291
C 0.0488 0.0008 0.0037
C -0.1400 -0.0618 0.0942
C 0.0466 0.0965 -0.0789


Below is a cluster of 2 separate species, C26H36BN3O2 in total, with properties calculated with the ωB97M-V functional and the def2-TZVPD basis.

Properties
Calculated total energy in eV: -36773.17926
Gap between HOMO and LUMO in eV: 4.6
Net charge: +2

Each line ends with the Löwdin charge.
Positions of all 68 atoms, in Å:
C  2.144002  -1.595696  4.078484  0.037
C  1.360398  -0.892141  3.286626  -0.181
C  1.732444  -0.452395  1.907424  -0.137
C  2.211734  0.997356  1.666120  -0.362
N  2.652001  0.939374  0.250623  0.039
C  3.393416  1.387663  2.572286  -0.140
C  3.242169  1.469815  3.959795  -0.036
C  4.285174  1.818662  4.806221  -0.052
C  5.545967  2.117161  4.285915  -0.069
C  5.708283  2.072628  2.908607  -0.075
C  4.654313  1.717466  2.064708  -0.035
C  1.097093  2.084639  1.659586  -0.167
O  1.468524  3.183198  2.494710  -0.154
C  0.683172  4.335237  2.280373  -0.075
B  -0.374426  1.550426  1.940764  -0.434
O  -0.972042  0.921630  0.852634  0.108
C  -1.233335  1.688663  3.254876  -0.135
C  -0.520260  1.993638  4.578740  -0.086
H  3.112713  -1.937784  3.741512  0.075
H  1.853014  -1.866596  5.078854  0.069
H  0.364495  -0.648473  3.639238  0.095
H  0.937814  -0.694861  1.203069  0.099
H  2.574396  -1.083368  1.609774  0.122
H  2.935096  1.849701  -0.082067  0.097
H  3.388848  0.255452  0.141799  0.086
H  2.287694  1.245656  4.401664  0.086
H  4.124260  1.854742  5.872647  0.107
H  6.369323  2.377580  4.928701  0.105
H  6.663706  2.319488  2.471583  0.103
H  4.875031  1.718503  1.009831  0.094
H  1.073495  2.492666  0.640840  0.137
H  0.218219  4.355577  1.292260  0.097
H  1.338445  5.199906  2.346652  0.100
H  -0.085984  4.454433  3.044688  0.086
H  -1.710316  0.384381  1.157892  0.100
H  -2.030622  2.409971  3.071352  0.116
H  -1.757085  0.729999  3.375797  0.103
H  0.293874  1.315184  4.791956  0.050
H  -1.247180  1.988774  5.385143  0.081
H  -0.119769  3.001516  4.553864  0.064
C  -7.072976  -3.511483  -5.616778  0.056
N  -5.721107  -3.105263  -5.156511  -0.073
C  -4.992399  -2.281872  -5.928332  0.024
C  -3.748860  -1.854836  -5.526498  0.060
C  -3.236108  -2.273391  -4.300324  -0.124
C  -4.006337  -3.139417  -3.530169  0.059
C  -5.244246  -3.541685  -3.981280  0.030
C  -1.914757  -1.799630  -3.814407  -0.132
C  -1.803870  -1.135961  -2.597481  0.061
C  -0.564165  -0.732948  -2.145306  0.043
N  0.537105  -0.980386  -2.869531  -0.062
C  0.457788  -1.602499  -4.056298  0.023
C  -0.754146  -2.019996  -4.553421  0.054
C  1.858138  -0.564807  -2.336777  0.041
H  -6.980626  -3.985281  -6.590344  0.118
H  -7.694984  -2.622303  -5.680480  0.119
H  -7.498109  -4.209786  -4.904453  0.107
H  -5.434391  -1.971655  -6.864808  0.161
H  -3.196427  -1.181528  -6.167451  0.145
H  -3.650604  -3.513495  -2.580078  0.145
H  -5.871433  -4.211701  -3.411709  0.156
H  -2.674040  -0.917232  -1.994048  0.143
H  -0.433527  -0.208845  -1.203446  0.132
H  1.386265  -1.761948  -4.586020  0.160
H  -0.780104  -2.531444  -5.505897  0.143
H  2.329665  0.100439  -3.056138  0.118
H  2.462055  -1.455790  -2.178687  0.119
H  1.704108  -0.045030  -1.388869  0.058

Forces on atoms 1 to 6 (eV/Å):
C 0.2037 -0.2802 -0.0417
C -0.5328 0.1346 -0.0956
C 0.5597 -0.4921 0.2421
C 0.7213 0.2352 -0.7223
N -0.7793 -0.3475 -0.1153
C 0.2274 0.1743 0.3338


Below is a structure of composition C26H36Ge2N8Ti, with properties calculated with the ωB97M-V functional and the def2-TZVPD basis.

Properties
Calculated total energy in eV: -175600.07691
Gap between HOMO and LUMO (alpha / beta) in eV: 6.7 / 6.7
Net charge: +2
Expectation value of S²: 2.004
Multiplicity: 3
ΔE to the lowest compared entry with this formula, charge and spin in kcal per mole: 5.8

Each line ends with the Löwdin charge.
Positions of all 73 atoms, in Å:
Ti  -0.864660  -0.955604  -0.757757  0.785
N  -2.925136  -3.926747  1.723874  0.082
C  -1.734421  -3.444074  1.378643  -0.090
N  -1.913417  -2.427907  0.550021  0.036
C  -3.278631  -2.336811  0.444657  -0.298
N  -3.919420  -3.229217  1.147952  0.175
C  -3.899492  -1.314117  -0.404655  -0.175
C  -5.276326  -1.165886  -0.507804  -0.022
N  -5.820155  -0.232525  -1.276224  0.139
C  -4.992007  0.563387  -1.944741  -0.056
C  -3.615529  0.427717  -1.850599  -0.066
N  -3.059237  -0.514972  -1.083865  0.032
H  -3.140657  -4.701093  2.336326  0.186
H  -0.792921  -3.838433  1.725281  0.149
H  -5.935220  -1.822848  0.046826  0.136
H  -5.435829  1.328708  -2.568164  0.130
H  -2.949303  1.081605  -2.395264  0.102
C  -0.418589  4.212541  -1.390279  -0.152
C  -0.944702  2.772556  -1.447674  -0.368
Ge  0.513120  1.493344  -1.099450  0.836
C  0.997671  0.615735  -2.797450  -0.378
C  1.379415  1.680866  -3.833585  -0.142
C  1.905051  2.322539  -0.047438  -0.211
C  1.894737  1.843161  1.211425  -0.335
Ge  0.545865  0.425217  1.277245  0.888
C  -1.199044  0.718107  2.168579  -0.354
C  -1.159195  1.278808  3.593727  -0.150
C  1.297698  -1.353153  1.663054  -0.361
C  1.299472  -1.647620  3.169809  -0.140
C  2.780930  2.225894  2.324010  -0.242
C  2.422954  1.941330  3.641347  -0.058
C  3.238245  2.309292  4.699144  -0.057
C  4.438006  2.959063  4.446560  -0.057
C  4.815103  3.235128  3.138623  -0.054
C  3.994667  2.872122  2.084596  -0.026
H  -1.210484  4.924203  -1.624085  0.081
H  0.388829  4.369081  -2.107609  0.073
H  -0.034719  4.454935  -0.399480  0.072
H  -1.341327  2.560471  -2.444307  0.049
H  -1.756378  2.630622  -0.730862  0.049
H  0.152589  0.025912  -3.178687  0.038
H  1.820555  -0.078396  -2.619337  0.064
H  0.556807  2.370449  -4.027730  0.068
H  1.652705  1.212911  -4.778931  0.082
H  2.233648  2.268381  -3.495688  0.080
H  2.574987  3.113694  -0.372624  0.076
H  -1.732086  -0.239399  2.158047  0.043
H  -1.753997  1.398900  1.517371  0.052
H  -0.627998  0.614973  4.276394  0.063
H  -2.170681  1.407520  3.978999  0.081
H  -0.669326  2.251723  3.621181  0.076
H  2.310748  -1.379269  1.257984  0.079
H  0.716066  -2.125786  1.147297  -0.004
H  1.911701  -0.922177  3.705556  0.068
H  1.714390  -2.635948  3.372095  0.082
H  0.292146  -1.613409  3.590377  0.065
H  1.479003  1.442720  3.833191  0.071
H  2.940082  2.093273  5.716241  0.113
H  5.080911  3.245395  5.267845  0.115
H  5.755185  3.731373  2.938663  0.115
H  4.306157  3.078529  1.068392  0.112
N  -0.045192  -4.095851  -5.354097  0.176
C  0.355508  -3.690511  -4.138815  -0.342
C  -0.428102  -2.829754  -3.338887  -0.049
N  -0.012493  -2.467151  -2.134963  -0.070
C  1.158723  -2.942384  -1.683719  -0.124
C  1.937023  -3.747057  -2.497768  -0.074
N  1.545245  -4.118669  -3.704556  0.159
H  -0.925020  -3.826034  -5.753690  0.117
H  0.562012  -4.704571  -5.877842  0.127
H  -1.373688  -2.434973  -3.690469  0.125
H  1.484036  -2.635652  -0.698942  0.086
H  2.903394  -4.104188  -2.163295  0.128

Forces on atoms 1 to 6 (eV/Å):
Ti -0.1504 -0.5336 -0.0948
N 0.0755 0.1011 0.0640
C -0.0522 -0.1394 -0.0300
N 0.0269 0.2481 -0.0566
C 0.0960 0.0508 -0.0742
N -0.0526 -0.0622 -0.0495


Below is a structure of composition C26H36IInO4P, with properties calculated with the ωB97M-V functional and the def2-TZVPD basis.

Properties
Calculated total energy in eV: -58300.88645
Gap between HOMO and LUMO in eV: 3.9
Net charge: -1

Each line ends with the Löwdin charge.
Positions of all 69 atoms, in Å:
C  -4.182761  3.017372  1.038174  -0.118
O  -3.143456  2.360330  1.770824  -0.178
C  -2.615267  1.356831  0.913223  -0.264
C  -1.802348  0.255537  1.676160  -0.154
C  -1.476321  -0.883874  0.643284  -0.197
C  -0.385069  -1.896645  1.090083  -0.214
C  1.074840  -1.511000  0.691473  -0.199
C  1.547433  -0.098503  1.134746  -0.200
C  2.101735  -0.023458  2.593796  -0.215
C  1.183862  -0.657692  3.677229  -0.223
C  1.404066  -0.076931  5.113011  -0.327
C  2.918429  0.167116  5.464153  -0.333
In  3.567700  2.292655  5.126283  0.033
I  1.324121  3.741539  4.146733  -0.019
P  4.527398  3.440451  7.209239  0.605
C  3.513205  2.824533  8.702691  -0.380
O  6.153873  2.864505  7.419229  -0.478
H  -5.124866  2.454878  1.163287  0.088
H  -3.959174  3.041112  -0.046403  0.076
H  -4.258852  4.052881  1.396233  0.088
H  -2.017101  1.838906  0.114419  0.110
H  -3.440663  0.802692  0.405450  0.118
H  -0.923475  0.698447  2.162243  0.092
H  -2.493748  -0.121317  2.452889  0.121
H  -2.416784  -1.463327  0.529485  0.107
H  -1.283032  -0.458781  -0.371663  0.092
H  -0.490370  -2.149743  2.158640  0.095
H  -0.606411  -2.846004  0.555973  0.100
H  1.736677  -2.250772  1.187375  0.108
H  1.155992  -1.680317  -0.398018  0.098
H  2.408405  0.157408  0.480861  0.106
H  0.800244  0.689839  0.927817  0.097
H  3.063243  -0.566195  2.624400  0.107
H  2.329346  1.038679  2.792688  0.036
H  0.111969  -0.548047  3.449244  0.076
H  1.386633  -1.748301  3.708138  0.109
H  0.794091  0.839672  5.203416  0.036
H  0.960062  -0.803147  5.828999  0.090
H  3.529719  -0.482091  4.806059  0.018
H  3.055646  -0.125889  6.523770  0.020
H  4.765630  2.304756  3.767809  -0.112
H  2.567506  2.410420  8.319496  0.006
H  3.333922  3.713926  9.323990  -0.001
H  4.132308  2.068815  9.214505  0.020
H  6.466542  2.689412  6.533566  -0.024
C  -1.733417  0.756877  -2.851329  -0.056
C  -3.036117  0.753588  -3.341504  -0.047
C  -3.341145  0.063296  -4.504928  0.000
C  -2.340152  -0.617397  -5.191759  -0.086
C  -1.028344  -0.593934  -4.713497  -0.081
C  -0.730587  0.085941  -3.535459  0.011
C  0.059485  -1.274042  -5.458616  -0.279
O  1.201227  -1.259106  -5.042908  0.110
C  -0.272439  -1.967347  -6.728483  -0.082
C  0.744462  -2.562833  -7.469695  0.000
C  0.444519  -3.224629  -8.651035  -0.061
C  -0.873176  -3.302478  -9.093032  -0.062
C  -1.888926  -2.706458  -8.361084  -0.003
C  -1.590561  -2.029322  -7.181675  -0.083
C  -2.681702  -1.366255  -6.425338  -0.280
O  -3.832895  -1.432060  -6.813784  0.099
H  -1.495322  1.282995  -1.936743  0.088
H  -3.814864  1.289370  -2.812905  0.106
H  -4.355805  0.057893  -4.880380  0.119
H  0.282597  0.094356  -3.155096  0.124
H  1.769100  -2.506697  -7.126790  0.120
H  1.237745  -3.682758  -9.228384  0.105
H  -1.106728  -3.825519  -10.011959  0.105
H  -2.911851  -2.764162  -8.708619  0.119

Forces on atoms 1 to 6 (eV/Å):
C 0.2272 0.0108 0.2211
O -0.3332 -0.1668 -1.0829
C 0.4113 -1.1551 0.4366
C -0.7117 0.6765 -0.9811
C -0.3957 0.0044 0.7000
C -0.0413 -0.1955 -0.8349


| no. | strongest force on any atom (Eh/bohr) |
| --- | --- |
| 1 | 0.005 |
| 2 | 0.020 |
| 3 | 0.011 |
| 4 | 0.027 |